# 1
The following is a DFT calculation (ωB97M-V/def2-TZVPD) of C8H20ClHoI2OP2 as an isolated structure.

XYZ file:
```
35
Properties=species:S:1:pos:R:3
P -2.38 0.04 0.15
H -2.76 -2.29 0.62
H -4.08 1.44 1.12
C -3.00 -1.35 1.13
H 2.50 -1.36 2.11
H -3.00 -0.93 -1.96
H -4.34 -0.01 -1.22
H 3.00 -0.95 -1.95
C 0.00 -0.05 -1.91
H 2.51 1.58 1.99
C 0.00 -0.07 2.46
Ho 0.00 0.03 0.12
H -2.52 -1.35 2.11
H 4.35 -0.03 -1.20
H 2.77 2.40 0.43
H 2.74 -2.31 0.63
I 0.00 1.39 -6.46
O 0.00 -0.10 -2.99
C 2.99 -1.37 1.13
C -2.99 1.52 1.00
I 0.00 -1.30 -6.36
H 4.07 -1.28 1.24
H -2.75 2.41 0.42
C 3.00 1.50 1.01
H -2.51 1.60 1.98
C -3.27 -0.02 -1.41
H 4.08 1.41 1.14
H 3.01 0.82 -2.03
H 0.88 0.42 2.88
H -3.00 0.84 -2.04
P 2.38 0.03 0.16
H -4.08 -1.26 1.24
Cl -0.01 -1.76 3.00
H -0.89 0.42 2.88
C 3.27 -0.04 -1.40
```

Values from the calculation:
Total charge ... +2
Expectation value of S² ... 6.010
2S+1 ... 5
Kohn-Sham gap (spin up / spin down) ... 0.1730 / 0.1769 Eh

Atom charges from the Mulliken analysis, given in e for atoms 1 to 5:
1. P 0.792
2. H 0.393
3. H 0.406
4. C -1.182
5. H 0.376

=====

# 2
The following is a DFT calculation (ωB97M-V/def2-TZVPD) of C12H18CuO3Si as an isolated structure.

XYZ file:
```
35
Properties=species:S:1:pos:R:3
C 3.80 -0.01 -1.70
O -2.18 2.40 3.50
H -1.18 3.00 5.14
C -1.04 0.58 0.46
H 4.76 -2.83 -2.01
C -1.02 1.22 1.74
Si 2.63 -1.55 -1.55
H -3.98 -1.22 -2.46
H -3.58 0.29 -3.25
C -3.43 1.12 0.38
H 3.43 0.80 -1.06
H -4.39 1.10 -0.11
C -2.41 -0.13 -1.52
H -0.20 3.01 3.65
C -3.37 1.73 1.60
C 2.99 -2.04 0.29
C 3.75 -2.86 -2.44
C -2.14 1.77 2.29
H 4.82 -0.24 -1.38
Cu 0.42 -0.95 -1.60
O -1.48 -0.71 -2.11
H 4.06 -2.12 0.50
C -2.31 0.52 -0.24
H -0.05 1.23 2.23
H 3.84 -2.67 -3.51
O 0.05 0.11 0.02
H 2.52 -2.99 0.55
H 3.36 -3.87 -2.32
H 2.56 -1.28 0.95
H -4.24 2.18 2.06
H -0.58 1.47 4.45
C -0.96 2.47 4.21
C -3.73 -0.18 -2.27
H 3.85 0.38 -2.72
H -4.56 0.30 -1.77
```

Values from the calculation:
Total charge ... -1
Kohn-Sham gap ... 0.2296 Eh

Atom charges from the natural (NBO) analysis, given in e for atoms 1 to 5:
1. C -1.083
2. O -0.500
3. H 0.184
4. C 0.471
5. H 0.198

=====

# 3
The following is a DFT calculation (ωB97M-V/def2-TZVPD) of a single C3H6OS molecule.

XYZ file:
```
11
Properties=species:S:1:pos:R:3
C 0.77 -0.21 0.02
H 0.92 -0.64 1.00
S 1.88 0.24 -1.15
C -2.22 -0.84 1.21
O -0.48 0.28 -0.16
C -1.37 0.37 0.91
H -2.83 -0.57 1.98
H -1.67 -1.81 1.53
H -2.01 1.03 0.42
H -2.90 -1.02 0.32
H -0.91 0.97 1.65
```

Values from the calculation:
SMILES string ... CCOC=S
Total charge ... 0
Kohn-Sham gap ... 0.3272 Eh

Atom charges from the natural (NBO) analysis, given in e for atoms 1 to 5:
1. C 0.066
2. H 0.176
3. S -0.070
4. C -0.630
5. O -0.488

=====

# 4
The following is a DFT calculation (ωB97M-V/def2-TZVPD) of a 2-piece molecular cluster, C24H19 overall.

XYZ file:
```
43
Properties=species:S:1:pos:R:3
H -0.22 -1.90 2.96
C -0.66 1.05 1.93
C 3.77 -2.70 4.04
C 2.49 -0.47 4.45
C 3.52 0.49 4.09
C -0.13 -1.41 6.80
H -2.20 -0.53 1.67
C 5.57 2.27 3.40
C 4.35 0.23 2.98
C 2.74 -4.63 5.13
H 0.08 -1.93 1.21
H 5.97 0.92 1.75
C -0.26 1.02 6.62
C 0.79 1.04 5.70
C -0.06 -1.26 2.08
C 0.78 0.98 2.14
H 4.55 -4.70 3.95
C 1.72 -3.82 5.66
C 0.85 -1.40 5.82
C 1.37 -0.16 5.30
H 3.12 1.85 5.73
C 3.75 -4.06 4.33
C 1.15 -0.35 2.25
C 1.68 -2.49 5.31
H 0.99 -4.20 6.38
H -0.39 -2.35 7.28
H -1.21 1.99 1.86
H 4.59 -2.26 3.48
C 4.77 2.53 4.52
H 4.95 3.41 5.14
C 2.71 -1.90 4.49
H 2.14 -0.76 2.13
H 1.43 1.85 2.20
C -1.17 -0.23 1.87
H -1.48 -0.17 7.95
H 6.39 2.95 3.15
C -0.70 -0.19 7.18
C 5.35 1.13 2.62
H -0.73 1.96 6.92
H 2.77 -5.69 5.36
H 4.19 -0.66 2.37
H 1.15 1.98 5.27
C 3.74 1.65 4.85
```

Values from the calculation:
Total charge ... +1
Kohn-Sham gap ... 0.2068 Eh

Atom charges from the natural (NBO) analysis, given in e for atoms 1 to 5:
1. H 0.253
2. C -0.258
3. C -0.146
4. C 0.330
5. C -0.202

=====

The records above give, respectively, calculated total energy values of -83746.743 -71397.702 -16089.244 -25188.314 eV.